Record 1
Here is C4Br2F12O12S4V as an isolated structure from the Open Molecules 2025 dataset. Energies are from ωB97M-V/def2-TZVPD.

Computed properties:
HOMO (alpha / beta) = -0.4 / -0.9 eV
Total charge = -3
Gap between HOMO and LUMO (alpha / beta) = 6.98 / 4.25 eV
2S+1 = 5
Calculated total energy = -9938.634194 Eh
Expectation value of S² = 6.011

XYZ file:
```
35
Properties=species:S:1:pos:R:3:forces:R:3
V -0.5808 -1.4607 0.3163 0.176 1.253 0.130
Br 0.9036 -3.8204 1.1697 -0.718 0.299 -0.147
Br -3.0019 -2.6271 0.5011 0.694 -0.185 0.149
C 1.2843 -3.2223 -3.2454 -0.890 2.310 1.435
F 2.2428 -2.3588 -2.9182 0.385 0.850 -1.033
F 1.4721 -3.7056 -4.4599 0.130 -0.248 -0.690
F 1.4445 -4.1547 -2.3537 -0.440 -2.340 0.828
S -0.4224 -2.3860 -3.0312 -2.078 1.227 -1.911
O -0.4308 -1.7392 -1.7194 1.237 -0.059 -0.425
O -0.5405 -1.4457 -4.1790 0.919 -1.910 2.058
O -1.3951 -3.4644 -3.0199 0.843 -0.377 -0.600
C -0.4353 1.4239 4.2419 -0.177 -4.589 1.380
F -0.6004 2.1133 3.2164 -1.376 2.595 -2.953
F 0.8465 1.6071 4.5867 -0.235 -0.001 1.330
F -1.3497 1.7197 5.2161 1.309 0.864 -0.143
S -0.8353 -0.4633 3.8643 -0.629 -2.372 -0.574
O -2.2214 -0.6707 4.2734 0.617 1.139 -0.264
O -0.6419 -0.6432 2.4030 0.162 0.853 0.865
O 0.0669 -1.2960 4.6494 0.353 1.198 -0.096
C 2.2641 1.8596 0.3398 -0.343 -3.452 0.452
F 1.9230 1.6926 1.6502 0.478 1.034 -0.352
F 1.1604 2.1362 -0.3218 0.197 0.885 -0.075
F 3.1971 2.8019 0.2029 -0.348 0.088 0.114
S 2.7845 0.0810 -0.2105 1.616 0.282 -2.920
O 1.6577 -0.7438 0.2178 -0.284 0.305 0.286
O 2.9492 0.1726 -1.6906 -0.552 0.262 2.539
O 4.0555 -0.2028 0.4595 -1.064 0.381 0.216
C -1.7566 3.2541 -1.1010 1.473 -2.274 -0.117
F -0.5108 3.4342 -1.7007 -1.796 0.415 1.106
F -1.6781 3.5701 0.2268 0.044 0.037 -1.383
F -2.6182 4.0611 -1.6992 -0.113 0.592 0.074
S -2.2728 1.3972 -1.4360 1.953 -1.981 -0.288
O -3.6988 1.3725 -1.1908 0.217 0.655 -0.364
O -1.7430 1.1545 -2.7792 -1.375 1.193 1.017
O -1.5186 0.5529 -0.4790 -0.385 1.074 0.353
```
Forces are in eV/Å.

***

Record 2
Here is C4F6O3S as an isolated structure from the Open Molecules 2025 dataset. Energies are from ωB97M-V/def2-TZVPD.

Computed properties:
HOMO (alpha / beta) = -10.7 / -10.4 eV
Energy relative to the best compared isomer or geometry (same formula, charge and spin) = 36.90 kJ/mol
Gap between HOMO and LUMO (alpha / beta) = 7.67 / 8.71 eV
Calculated total energy = -1375.256651 Eh

XYZ file:
```
14
Properties=species:S:1:pos:R:3:forces:R:3
C 1.5870 -1.5200 0.7217 -0.786 1.103 -0.835
C 1.2190 -2.2882 -0.2726 1.106 -1.821 -0.038
C 0.0699 1.0449 -0.5642 -0.489 0.887 -2.533
C -0.3454 1.9673 0.5482 1.863 -0.047 3.392
O -2.5702 0.7223 -1.3207 0.264 0.210 -1.101
O -1.5816 -1.0116 0.1324 0.401 1.496 -0.750
O -1.5739 1.4660 0.8078 -0.354 -1.037 -0.541
F 2.0978 -1.6575 1.9038 -0.101 -0.356 -0.326
F 1.5428 -3.5798 -0.3581 0.311 -0.541 1.034
F 0.6987 -2.0522 -1.4502 -0.573 1.843 0.011
F 0.2812 1.5729 -1.7735 0.649 -0.392 0.893
F -0.3725 3.2639 0.4132 0.062 0.879 -1.040
F 0.4942 1.7637 1.6564 -0.641 -0.080 -0.943
S -1.5470 0.3084 -0.4443 -1.712 -2.144 2.776
```
Forces are in eV/Å.